1.
ORCA calculation (ωB97M-V/def2-TZVPD) on a molecular structure, C17H11F3N2O3 in a non-equilibrium geometry.

Summary:
* largest force on an atom: 13.0 eV/Å
* energy above the lowest of the compared OMol25 structures with the same formula, charge and spin: 270.2 kcal/mol
* calculated total energy: -35072.494 eV
* frontier orbital gap: 7.02 eV
* highest occupied orbital energy: -7.7 eV
* E_LUMO: -0.694 eV

Structure (XYZ):
```
36
Properties=species:S:1:pos:R:3:forces:R:3
O -1.404 0.867 0.697 0.261 0.020 -0.756
C -0.336 0.343 0.576 3.205 -0.961 2.453
N 0.257 -0.481 -0.439 1.968 2.981 8.564
C -0.358 -0.769 -1.556 9.716 0.128 3.380
C 0.339 -1.246 -2.546 9.444 -4.056 0.896
N -0.410 -1.691 -3.471 -3.503 -2.885 -5.655
C -1.732 -1.305 -3.149 4.857 -1.289 -6.322
C -2.653 -1.257 -4.190 -1.427 1.606 5.680
C -3.824 -0.744 -3.666 -3.573 0.121 -2.586
C -4.007 -0.229 -2.422 10.674 -2.565 0.513
C -2.664 -0.228 -1.534 -10.735 5.129 1.369
C -1.485 -0.588 -2.013 -12.494 1.044 -1.416
H -3.043 0.473 -0.671 1.992 -1.972 -1.180
H -4.840 0.083 -2.051 -4.868 1.978 2.299
H -4.757 -0.765 -4.321 1.245 0.036 0.648
H -2.707 -1.861 -4.986 0.536 -1.830 -3.084
H -0.155 -2.172 -4.357 0.101 0.762 1.357
C 1.777 -1.853 -2.406 4.186 -1.519 -6.505
O 2.454 -2.429 -3.556 -4.599 3.503 7.398
O 2.551 -1.642 -1.269 -1.798 -0.025 -1.577
H 3.494 -1.745 -1.483 -0.352 -0.369 -0.416
H 1.254 -0.785 -0.013 -3.130 0.525 -2.607
C 0.750 0.476 1.882 -2.392 0.550 -2.205
C 0.614 1.637 2.706 2.054 0.848 -3.498
C 1.678 2.079 3.503 -4.944 -1.106 1.753
C 2.326 0.932 3.978 3.745 8.999 6.148
C 2.196 -0.149 3.372 6.602 -11.181 0.494
C 1.685 -0.495 2.208 -4.235 4.616 -0.827
H 1.524 -1.418 1.892 0.377 -4.115 -1.654
H 2.967 -1.061 3.701 -2.004 2.280 0.011
H 3.085 1.124 4.858 -1.632 -0.918 -1.708
C 1.411 3.376 4.382 -1.344 -3.177 0.345
F 2.605 3.584 4.866 0.774 2.087 0.848
F 0.811 4.361 3.718 1.060 -0.026 0.207
F 0.535 3.191 5.538 1.843 -0.087 -2.387
H 0.063 2.388 2.219 -1.608 0.866 0.021
```
Positions in Å, forces in eV/Å.

Here are the natural (NBO) charges for atoms 1 to 2, given in e:
1 O -0.569
2 C 0.708

***

2.
ORCA calculation (ωB97M-V/def2-TZVPD) on a molecular structure, C17H12AuF6N3O10S2 in a non-equilibrium geometry.

Summary:
* total charge: -2
* largest force on an atom: 1.4 eV/Å
* energy above the lowest of the compared OMol25 structures with the same formula, charge and spin: 0.0 kcal/mol
* calculated total energy: -84431.769 eV
* frontier orbital gap: 5.29 eV
* highest occupied orbital energy: -1.7 eV
* E_LUMO: 3.583 eV

Structure (XYZ):
```
51
Properties=species:S:1:pos:R:3:forces:R:3
Au -1.357 -0.825 0.488 0.596 0.277 0.118
C -2.473 0.909 0.941 0.317 -0.568 0.051
H -2.639 0.803 2.020 -0.093 0.137 0.001
H -1.946 1.854 0.780 -0.018 0.025 -0.017
C -3.483 -1.440 -0.439 -1.032 -0.571 -0.719
C -4.301 -0.586 0.225 0.074 0.277 0.286
C -5.285 -0.994 1.179 0.157 -0.132 -0.073
C -5.989 -0.099 1.907 -0.105 0.176 0.052
C -5.738 1.322 1.763 0.009 -0.034 0.007
C -4.781 1.779 0.941 -0.102 0.000 -0.015
C -3.844 0.862 0.216 -0.115 0.012 -0.004
H -3.020 -1.130 -1.370 0.203 0.078 0.118
H -3.571 -2.516 -0.314 -0.063 0.005 -0.004
H -5.480 -2.058 1.276 -0.008 -0.003 0.024
H -6.766 -0.434 2.584 0.019 -0.003 0.029
H -6.330 2.026 2.339 -0.038 -0.043 0.019
H -4.613 2.848 0.858 0.037 -0.007 -0.062
H -3.707 1.200 -0.818 0.092 0.019 0.002
O 0.862 -4.367 -0.876 0.046 0.015 0.039
C 0.549 -3.183 -0.738 0.058 0.082 -0.093
O -0.347 -2.716 0.017 -0.315 0.144 0.174
C 1.333 -2.191 -1.608 0.002 0.011 -0.004
C 2.627 -2.529 -1.985 -0.074 -0.001 -0.011
C 3.336 -1.682 -2.818 -0.054 0.040 -0.007
C 2.804 -0.513 -3.329 -0.055 -0.123 0.103
C 1.510 -0.223 -2.951 -0.067 0.027 -0.157
C 0.772 -1.016 -2.088 0.043 -0.120 0.040
N 0.886 0.990 -3.511 0.212 0.368 0.510
O 1.579 1.720 -4.196 0.062 -0.084 -0.254
O -0.262 1.230 -3.211 -0.225 -0.150 -0.115
N 4.703 -2.044 -3.208 0.265 0.019 0.014
O 5.298 -1.296 -3.965 -0.067 -0.035 -0.006
O 5.179 -3.067 -2.756 -0.064 0.007 -0.023
H 3.045 -3.460 -1.633 0.038 0.006 -0.016
H 3.364 0.134 -3.982 0.007 0.006 -0.010
H -0.229 -0.728 -1.794 0.014 0.050 -0.031
F 1.971 2.177 4.561 0.022 -0.034 0.023
C 1.058 1.477 3.876 -0.027 0.037 0.069
F 0.237 2.337 3.281 0.022 0.020 -0.017
F 0.340 0.779 4.769 -0.035 -0.040 -0.031
S 1.849 0.311 2.640 0.015 0.039 0.170
O 1.006 0.432 1.486 0.240 0.026 -0.095
O 1.937 -0.936 3.337 -0.146 0.001 0.017
N 3.314 0.855 2.466 0.118 -0.080 0.110
S 3.738 2.147 1.698 0.134 0.080 -0.068
O 5.124 2.401 1.973 -0.025 0.020 -0.094
O 2.812 3.243 1.753 -0.049 0.038 0.027
C 3.727 1.640 -0.097 -0.050 0.024 -0.059
F 4.692 2.291 -0.766 0.000 0.040 0.008
F 2.565 1.935 -0.679 -0.007 -0.053 -0.004
F 3.949 0.330 -0.240 0.028 -0.021 -0.022
```
Positions in Å, forces in eV/Å.

Here are the natural (NBO) charges for atoms 1 to 2, given in e:
1 Au 0.601
2 C -0.725

***

3.
ORCA calculation (ωB97M-V/def2-TZVPD) on a single C17H12ClN5O4S molecule in a non-equilibrium geometry.

Summary:
* largest force on an atom: 3.7 eV/Å
* energy above the lowest of the compared OMol25 structures with the same formula, charge and spin: 9.4 kcal/mol
* calculated total energy: -56816.689 eV
* frontier orbital gap: 7.04 eV
* SMILES: Cc1ccc([N+](=O)[O-])cc1S(=O)(=O)n1ccc(-c2cnn3ccc(Cl)nc23)c1
* highest occupied orbital energy: -8.2 eV
* E_LUMO: -1.161 eV

Structure (XYZ):
```
40
Properties=species:S:1:pos:R:3:forces:R:3
O 0.739 -2.032 2.402 -1.645 -0.690 1.275
O -3.328 1.755 -0.280 2.048 -2.962 -0.167
O -3.774 -0.377 -1.487 2.713 1.144 1.753
O -0.228 -2.925 4.184 -0.014 1.130 -2.224
Cl 5.527 -0.865 -4.482 -0.188 0.234 0.329
N 3.804 2.811 -0.244 1.213 -1.229 -0.641
N 3.762 0.264 -2.877 1.310 -0.047 0.418
C 2.572 2.394 -0.150 -0.842 -1.342 -1.236
C 5.044 0.163 -3.173 -1.008 1.406 1.433
C 6.083 0.920 -2.464 -1.541 0.194 0.217
C 0.639 -0.441 -2.039 0.910 0.325 -0.741
C 2.287 1.327 -1.088 -2.515 0.190 0.631
C 0.949 0.716 -1.250 0.663 0.016 0.436
C 5.695 1.823 -1.492 -0.752 -0.536 -0.724
C 3.415 1.084 -1.813 1.263 0.659 0.546
C -0.697 -0.610 -2.016 -0.505 -1.437 -0.684
C -0.213 1.142 -0.666 0.249 0.087 -0.276
C -2.716 -1.944 3.416 1.105 -0.547 0.872
C -3.934 -1.410 3.044 1.712 0.203 -1.983
C -1.639 -1.146 1.383 1.244 -0.980 0.798
C -1.533 -1.848 2.613 -2.670 1.321 -0.697
C -3.977 -0.760 1.780 -2.808 0.082 1.080
C -2.852 -0.602 1.017 1.287 0.396 -0.949
N 4.339 1.954 -1.196 2.062 0.339 -0.582
N -1.236 0.321 -1.156 -2.100 0.882 0.984
N -0.258 -2.315 3.092 1.816 -0.565 0.899
C -5.349 -0.225 1.373 1.338 0.179 -0.260
S -2.881 0.362 -0.550 -3.223 0.736 -1.650
H 1.839 2.812 0.542 0.532 0.060 -0.213
H 7.110 0.798 -2.742 0.278 -0.007 0.048
H 1.349 -0.995 -2.670 -0.495 0.360 0.439
H 6.414 2.436 -0.947 -0.451 -0.091 -0.094
H -1.254 -1.328 -2.639 -0.094 0.625 0.884
H -0.379 2.009 -0.033 -0.321 -0.402 -0.163
H -2.678 -2.443 4.394 0.357 0.152 -0.550
H -4.819 -1.509 3.653 0.007 0.007 -0.008
H -0.784 -1.072 0.696 -0.258 -0.015 0.661
H -5.534 -0.333 0.314 0.099 0.246 -0.302
H -5.370 0.813 1.674 -0.205 0.471 -0.222
H -6.135 -0.726 1.877 -0.571 -0.596 0.666
```
Positions in Å, forces in eV/Å.

Here are the natural (NBO) charges for atoms 1 to 2, given in e:
1 O -0.364
2 O -0.882